The following is a quantum chemistry calculation of a 2-piece molecular cluster, C3H4NO3P overall at a distorted geometry, from the OMol25 dataset.

Summary:
Energy relative to the best compared isomer or geometry (same formula, charge and spin) ... 64.9 kcal per mole
Spin multiplicity ... 1
Charge ... 0
HOMO level ... -9.855 eV
Gap between HOMO and LUMO ... 8.3 eV
Electronic energy ... -738.46693 Ha

Atoms and positions in Å:
C  -0.230  1.846  0.034
C  -0.573  0.657  0.309
C  -1.518  -0.385  -0.003
N  -0.926  -1.559  -0.242
O  -2.677  -0.098  -0.173
O  3.537  -1.054  0.076
O  1.311  -0.426  0.459
P  2.647  0.067  -0.190
H  0.768  2.196  -0.058
H  -0.925  2.666  0.011
H  0.032  -1.511  -0.086
H  -1.445  -2.400  -0.137